(1)
The molecule C3H5Cl2N. Source: the OMol25 dataset; level of theory: ωB97M-V with the def2-TZVPD basis set.

Output
Molar mass (g mol⁻¹): 125.986
Largest force on an atom (eV/A): 5.732
HOMO (eV): -9.562
Total energy (eV): -29724.462
E_LUMO (Eh): 0.02581
SMILES: N[C@H]1CC1(Cl)Cl
Total charge: 0
Frontier orbital gap (eV): 10.265
ΔE to the lowest compared entry with this formula, charge and spin (kJ/mol): 207.5

Each line ends with the Mulliken charge.
Geometry (Å):
H: 1.359061 -0.051514 -1.706412  0.335
H: 1.775976 0.462495 -0.312994  0.286
C: -0.657366 0.665148 0.052334  0.594
Cl: -0.095792 2.138993 -0.107477  -0.199
C: 0.142252 -0.581616 -0.234725  -0.198
H: -1.168816 -0.884429 1.513550  0.223
N: 1.581271 -0.453592 -0.678779  -0.652
H: -0.451294 -1.242176 -1.066497  0.272
Cl: -2.328753 0.238374 -0.467895  -0.219
C: -0.370568 -0.289195 1.111512  -0.715
H: 0.214034 -0.002493 1.897380  0.274

Force components x, y, z for each atom (eV/Å):
H 1.039 -1.619 2.316
H 1.116 0.495 0.803
C -3.044 -4.833 -0.484
Cl 1.409 4.426 -0.365
C 0.491 -1.473 -4.009
H -0.412 -0.099 -0.189
N -2.945 1.490 -2.417
H 1.556 1.149 2.840
Cl -0.675 1.266 -0.512
C -0.766 -1.596 0.403
H 2.231 0.793 1.614

(2)
The molecule C3H5ClF2. Source: the OMol25 dataset; level of theory: ωB97M-V with the def2-TZVPD basis set.

Output
Molar mass (g mol⁻¹): 114.522
Largest force on an atom (eV/A): 6.188
HOMO (eV): -11.147
Total energy (eV): -21148.640
E_LUMO (Eh): 0.03542
SMILES: C[C@@H](F)[C@@H](F)Cl
Total charge: 0
Frontier orbital gap (eV): 12.111
ΔE to the lowest compared entry with this formula, charge and spin (kJ/mol): 80.3

Each line ends with the Mulliken charge.
Geometry (Å):
H: -1.608655 0.961649 0.624225  0.373
H: 0.204862 -0.522348 1.394040  0.308
Cl: 2.762377 -0.452017 0.090901  -0.193
F: 1.248732 1.595002 -0.055322  -0.244
C: 0.036034 -0.378191 0.341993  0.252
H: -1.564656 0.443217 -1.039298  0.276
F: 0.274498 -1.600564 -0.285126  -0.300
C: -1.409882 0.104262 0.045719  -1.103
C: 1.152862 0.319998 -0.312622  -0.077
H: -2.104608 -0.678545 0.454666  0.307
H: 1.008441 0.207536 -1.259171  0.402

Force components x, y, z for each atom (eV/Å):
H -0.091 1.213 0.844
H -0.072 0.013 0.588
Cl -0.652 0.312 -0.066
F 0.013 2.687 0.880
C -0.966 -0.765 -0.180
H 0.106 -1.082 1.462
F -1.122 -1.220 0.144
C 0.739 -0.880 -0.977
C 1.882 -0.048 4.428
H 0.550 0.595 -1.003
H -0.387 -0.825 -6.121

(3)
The molecule C3H5ClFN3. Source: the OMol25 dataset; level of theory: ωB97M-V with the def2-TZVPD basis set.

Output
Molar mass (g mol⁻¹): 137.545
Largest force on an atom (eV/A): 5.304
HOMO (eV): -9.109
Total energy (eV): -22898.732
E_LUMO (Eh): 0.01997
SMILES: N/N=C\N/C=C(/F)Cl
Total charge: 0
Frontier orbital gap (eV): 9.652
ΔE to the lowest compared entry with this formula, charge and spin (kJ/mol): 141.4

Each line ends with the Mulliken charge.
Geometry (Å):
H: 0.431584 1.386419 -0.383466  0.360
C: 0.876337 0.434233 -0.207289  -0.288
N: 0.142507 -0.713544 0.054884  -0.426
N: -2.110657 -0.179230 -0.375580  -0.384
C: -1.058301 -0.847015 -0.631272  0.102
N: -1.929460 0.758528 0.699177  -0.511
C: 2.155317 0.581173 -0.048322  0.471
Cl: 3.123104 -0.944567 0.319536  -0.245
F: 3.083166 1.543395 -0.386682  -0.228
H: 0.686222 -1.593205 -0.312938  0.346
H: -0.986541 -1.631831 -1.543628  0.265
H: -2.967515 0.854799 1.240297  0.298
H: -1.445769 0.350845 1.575278  0.239

Force components x, y, z for each atom (eV/Å):
H -1.182 0.294 -0.426
C -0.150 1.857 0.335
N 1.967 -3.254 -1.227
N 0.672 -0.140 0.831
C -1.175 -0.900 -2.329
N -3.504 -0.504 3.517
C 4.755 -2.344 -0.172
Cl -0.726 1.343 -0.180
F -2.382 -0.768 0.611
H -0.604 2.342 1.583
H -0.846 1.959 2.179
H 3.239 -0.118 -2.584
H -0.064 0.234 -2.138

(4)
A cluster of 2 separate species, C3H5ClFN3 in total. Source: the OMol25 dataset; level of theory: ωB97M-V with the def2-TZVPD basis set.

Output
Molar mass (g mol⁻¹): 137.545
Largest force on an atom (eV/A): 3.254
HOMO (eV): -8.567
Total energy (eV): -22896.141
E_LUMO (Eh): 0.01793
Total charge: 0
Frontier orbital gap (eV): 9.054
ΔE to the lowest compared entry with this formula, charge and spin (kJ/mol): 391.3

Each line ends with the Mulliken charge.
Geometry (Å):
N: -2.387429 -0.022403 0.532304  -0.744
C: -0.984559 -1.696928 -0.469022  -0.155
H: -3.598521 1.687285 0.075330  0.246
N: 2.256218 -0.541947 0.444905  -0.191
H: 3.745879 -0.558737 1.880875  0.308
Cl: 4.671001 0.595606 -0.035090  -0.103
N: -1.503016 -0.754942 0.089710  0.474
H: -2.971892 0.810395 -1.416730  0.264
C: 3.412906 -0.268531 0.793779  0.112
H: -1.834849 1.772317 -0.354498  0.251
F: 1.869609 -0.302117 -0.866491  -0.141
C: -2.755939 1.160634 -0.341744  -0.557
H: 0.080588 -1.880638 -0.333324  0.237

Force components x, y, z for each atom (eV/Å):
N -0.221 0.579 -0.168
C 0.719 0.369 0.743
H -0.084 -0.028 0.222
N -1.735 -1.234 0.102
H -1.103 0.558 -2.273
Cl -0.506 -0.368 -0.159
N -1.626 -0.142 -0.842
H 0.225 0.430 1.544
C 2.500 0.517 2.017
H -0.716 0.226 -0.227
F 0.900 0.561 0.294
C 1.780 -1.499 -1.011
H -0.134 0.031 -0.242

(5)
The molecule C3H5ClN2O. Source: the OMol25 dataset; level of theory: ωB97M-V with the def2-TZVPD basis set.

Output
Molar mass (g mol⁻¹): 120.539
Largest force on an atom (eV/A): 1.536
HOMO (eV): -9.077
Total energy (eV): -20740.649
E_LUMO (Eh): 0.02379
SMILES: NN(C=O)/C=C/Cl
Total charge: 0
Frontier orbital gap (eV): 9.724
ΔE to the lowest compared entry with this formula, charge and spin (kJ/mol): 190.0

Each line ends with the Mulliken charge.
Geometry (Å):
C: -1.734526 -0.213770 -0.133110  -0.447
H: -1.701064 -1.174559 -0.628492  0.303
C: 1.725120 0.861724 0.392258  0.095
H: 1.377366 1.801977 0.896886  0.185
N: 0.652681 0.095477 -0.049921  0.384
H: 0.493813 -1.857228 -0.121875  0.282
O: 2.886940 0.677587 0.192797  -0.471
N: 0.842557 -1.100759 -0.706124  -0.705
H: -0.783516 1.284713 0.998011  0.230
H: 0.230375 -1.082950 -1.515697  0.294
C: -0.653964 0.455897 0.319473  0.043
Cl: -3.335783 0.251891 0.355793  -0.192

Force components x, y, z for each atom (eV/Å):
C 0.601 0.219 0.981
H -0.031 0.294 -0.229
C -0.415 1.009 -0.205
H -0.121 -0.643 -0.083
N -0.470 0.809 1.219
H 0.153 -0.014 0.128
O 0.259 -0.578 -0.060
N 0.097 -0.453 -0.474
H 0.184 0.255 -0.162
H 0.252 -0.052 -0.291
C -0.697 -0.856 -0.753
Cl 0.187 0.009 -0.073

(6)
The molecule C3H5ClN2O. Source: the OMol25 dataset; level of theory: ωB97M-V with the def2-TZVPD basis set.

Output
Molar mass (g mol⁻¹): 120.539
Largest force on an atom (eV/A): 1.547
HOMO (eV): -8.796
Total energy (eV): -20742.352
E_LUMO (Eh): 0.02815
SMILES: NC(=O)N/C=C/Cl
Total charge: 0
Frontier orbital gap (eV): 9.562
ΔE to the lowest compared entry with this formula, charge and spin (kJ/mol): 25.7

Each line ends with the Mulliken charge.
Geometry (Å):
N: 1.041024 1.272093 -0.163529  -0.391
H: 0.909715 -1.855624 -0.173441  0.211
N: 0.492239 -0.949137 -0.039173  -0.146
Cl: -3.361947 0.097401 0.103552  -0.189
O: 2.622857 -0.305064 0.367936  -0.630
C: 1.470879 0.019480 0.104575  0.469
H: -1.250137 0.872063 0.981672  0.468
H: 0.173296 1.475954 -0.651690  0.250
C: -0.905068 -0.902530 -0.108789  -0.111
H: 1.777566 1.968704 -0.182772  0.229
C: -1.654779 0.123614 0.331770  -0.426
H: -1.315647 -1.816953 -0.570111  0.267

Force components x, y, z for each atom (eV/Å):
N 0.464 1.229 0.131
H -0.032 -0.043 0.198
N -0.312 -0.985 0.063
Cl -0.163 0.111 0.077
O -0.886 0.524 -0.115
C 0.359 -0.554 -0.379
H -0.061 0.488 -0.051
H 0.413 -0.317 0.251
C 0.232 0.421 -0.096
H -0.350 -0.184 -0.038
C 0.375 -1.482 -0.240
H -0.039 0.792 0.199